# 1
The molecule C4H7N3, computed with ωB97M-V with the def2-TZVPD basis set.

Structure (XYZ):
```
14
Properties=species:S:1:pos:R:3:forces:R:3:lowdin_charge:R:1
N 0.455 -0.617 2.463 -0.321 -0.017 -0.205 0.159
N 1.249 -0.099 0.319 -0.238 -0.368 0.357 0.010
N -1.882 1.079 1.289 0.263 -0.171 -0.238 0.150
C -1.063 0.408 0.723 0.030 -0.054 -0.212 -0.423
C 0.226 -0.182 1.305 0.336 0.037 0.046 -0.386
C 0.953 0.706 -0.701 0.431 0.525 -0.462 -0.033
C -1.197 0.012 -1.030 -0.744 -0.099 0.126 -0.071
H 0.629 1.716 -0.479 0.007 -0.133 -0.035 0.104
H -2.216 -0.342 -0.856 0.087 -0.001 -0.079 0.054
H -0.678 -0.830 -1.502 0.053 0.175 0.225 0.053
H -0.430 -0.645 2.972 0.119 0.001 0.077 0.066
H 1.422 0.514 -1.660 -0.091 0.027 0.119 0.106
H 1.734 -0.967 0.122 -0.049 0.146 0.103 0.153
H -1.295 0.850 -1.726 0.118 -0.068 0.179 0.058
```
Positions in Å, forces in eV/Å.

Values from the calculation:
* HOMO-LUMO gap (spin up / spin down): 8.00 / 6.26 eV
* max |F|: 0.0160 hartree/bohr
* ΔE to the lowest compared entry with this formula, charge and spin: 111.9 kcal per mole
* E_tot: -8726.8275 eV
* HOMO level (spin up / spin down): -8.4 / -7.2 eV
* molecular weight: 97.12 g mol⁻¹

***

# 2
A structure of composition C6H12N in a non-equilibrium geometry, computed with ωB97M-V with the def2-TZVPD basis set.

Structure (XYZ):
```
19
Properties=species:S:1:pos:R:3:forces:R:3:lowdin_charge:R:1
N 1.066 -1.600 -1.343 -2.230 -0.255 -2.630 -0.049
C 0.651 -0.538 1.125 2.741 -2.476 -3.835 -0.097
C -1.100 1.757 -0.941 -3.079 0.532 1.184 0.248
C -1.637 0.191 1.161 -2.147 -0.010 0.373 -0.046
C 1.635 -0.992 -0.206 1.336 -1.675 0.896 -0.241
C 0.155 1.421 -0.414 -1.620 -0.245 -0.337 -0.069
C -0.195 0.449 0.513 -2.239 1.888 1.950 -0.261
H 0.138 -1.440 1.486 0.299 0.622 0.070 0.117
H 0.861 2.104 -0.835 2.186 -1.213 -0.263 0.148
H -1.591 2.379 -0.169 -0.946 -0.950 -0.187 0.107
H 2.338 -1.918 -0.005 -0.549 2.784 1.024 0.160
H -2.262 -0.467 0.445 0.753 1.233 0.933 0.104
H 1.345 -0.070 1.787 0.479 0.113 0.735 0.131
H -1.833 1.507 -1.772 1.967 0.646 -0.012 0.162
H -2.468 1.190 1.575 3.059 -3.089 -1.412 0.203
H 1.635 -2.325 -1.812 -0.637 0.824 0.722 0.096
H 0.585 -1.029 -2.089 0.888 -0.712 1.414 0.096
H -1.373 -0.600 1.998 -1.102 2.403 -1.254 0.101
H 2.053 -0.020 -0.504 0.842 -0.418 0.630 0.088
```
Positions in Å, forces in eV/Å.

Values from the calculation:
* HOMO-LUMO gap: 5.78 eV
* max |F|: 0.1036 hartree/bohr
* ΔE to the lowest compared entry with this formula, charge and spin: 178.6 kcal per mole
* E_tot: -7892.3154 eV
* HOMO level: -12.6 eV
* molecular weight: 98.17 g mol⁻¹
* net charge: +1

***

# 3
The molecule C5H9NO, computed with ωB97M-V with the def2-TZVPD basis set.

Structure (XYZ):
```
16
Properties=species:S:1:pos:R:3:forces:R:3:lowdin_charge:R:1
O -0.120 1.049 2.015 0.019 -0.105 -0.363 0.079
N -0.999 0.191 0.006 0.021 0.044 0.172 -0.097
C 2.195 -0.427 0.229 0.013 -0.028 0.035 -0.062
C 1.058 0.493 -0.182 0.131 0.058 -0.009 -0.235
C -2.392 -0.107 0.196 -0.125 0.004 0.037 -0.033
C -0.065 -0.099 -1.076 0.019 -0.079 -0.200 -0.098
C -0.054 0.672 0.868 -0.070 0.059 0.185 -0.445
H -2.754 0.501 1.029 0.026 -0.105 -0.110 0.093
H -2.964 0.146 -0.703 0.088 -0.020 0.140 0.086
H 0.050 -1.169 -1.290 -0.003 0.128 0.039 0.119
H -0.280 0.442 -2.005 0.041 -0.069 0.128 0.116
H 2.887 -0.603 -0.601 -0.108 0.031 0.122 0.077
H 1.808 -1.396 0.567 0.054 0.136 -0.049 0.086
H 2.755 0.017 1.058 -0.066 -0.068 -0.125 0.083
H -2.559 -1.165 0.437 0.030 0.140 -0.063 0.088
H 1.434 1.454 -0.549 -0.070 -0.125 0.061 0.143
```
Positions in Å, forces in eV/Å.

Values from the calculation:
* HOMO-LUMO gap: 10.23 eV
* max |F|: 0.0074 hartree/bohr
* ΔE to the lowest compared entry with this formula, charge and spin: 21.0 kcal per mole
* SMILES string: C[C@H]1CN(C)C1=O
* E_tot: -8868.3035 eV
* HOMO level: -9.3 eV
* molecular weight: 99.13 g mol⁻¹

***

# 4
The molecule C20H21NO2 in a non-equilibrium geometry, computed with ωB97M-V with the def2-TZVPD basis set.

Structure (XYZ):
```
44
Properties=species:S:1:pos:R:3:forces:R:3:lowdin_charge:R:1
O -1.382 1.857 0.103 0.303 -1.112 0.315 0.090
O -2.104 -0.254 0.314 0.254 0.439 0.555 -0.006
N 2.511 2.518 3.512 0.181 0.369 0.517 0.043
C -0.587 -0.618 -2.412 -0.129 -0.318 0.060 -0.028
C -1.754 -2.730 -2.611 -0.013 0.104 -0.014 -0.099
C 2.921 1.344 -0.741 -0.319 0.188 0.040 -0.152
C 0.202 0.110 0.792 -1.367 0.478 1.871 -0.131
C 1.633 3.116 2.716 -0.543 -0.851 -0.791 -0.131
C 2.578 1.188 3.533 -0.677 -0.352 -0.652 -0.138
C 1.758 0.386 2.728 0.541 0.619 0.072 -0.017
C -3.456 0.243 0.180 0.357 -0.143 -0.064 -0.202
C -1.152 0.690 0.384 -0.594 0.743 -0.423 -0.418
C 3.344 0.009 -0.181 -0.532 -0.573 0.124 -0.058
C -0.134 -2.415 -0.841 -0.462 -0.093 -0.343 -0.035
C -4.290 -0.952 -0.159 -0.421 -0.290 -0.019 -0.066
C 1.451 1.106 -1.163 0.125 -0.541 -0.187 -0.093
C -1.500 -1.438 -3.080 0.145 0.055 0.159 -0.075
C 0.826 2.398 1.800 0.642 0.474 0.608 -0.007
C 0.906 1.004 1.804 0.225 0.013 -0.113 -0.156
C -1.069 -3.220 -1.494 0.188 0.100 0.036 -0.070
C 0.076 -1.112 -1.289 0.901 0.339 0.047 -0.166
C 2.320 -0.858 -0.068 0.733 0.632 -0.285 -0.028
C 0.999 -0.209 -0.443 0.540 -0.088 -1.560 -0.345
H 0.202 2.942 1.092 0.141 -0.289 0.354 0.106
H -3.725 0.666 1.155 -0.088 0.130 -0.273 0.133
H -0.026 -0.824 1.334 0.060 0.183 -0.340 0.158
H -2.001 -1.040 -3.963 0.002 -0.248 0.241 0.105
H 1.448 0.919 -2.245 -0.073 0.125 0.297 0.112
H 1.889 -0.695 2.744 -0.185 0.216 0.036 0.114
H -4.251 -1.690 0.645 -0.008 0.017 -0.066 0.084
H 4.379 -0.173 0.110 -0.286 -0.161 -0.118 0.108
H -5.326 -0.644 -0.290 -0.095 -0.026 0.012 0.080
H 3.532 1.626 -1.610 -0.076 -0.022 0.290 0.111
H 3.322 0.720 4.182 -0.193 0.252 -0.062 0.104
H 0.399 -2.778 0.045 -0.293 0.059 -0.399 0.115
H -1.252 -4.229 -1.120 -0.031 0.264 -0.197 0.105
H 2.362 -1.896 0.271 0.185 0.440 0.003 0.114
H -0.415 0.411 -2.747 -0.146 -0.520 0.113 0.117
H 2.995 2.161 -0.004 0.146 -0.323 -0.112 0.108
H -3.488 1.012 -0.594 0.005 -0.061 0.178 0.125
H -3.960 -1.432 -1.083 0.076 0.110 0.066 0.068
H 0.759 1.925 -0.940 0.330 -0.075 -0.160 0.110
H 1.558 4.208 2.749 0.190 -0.373 0.068 0.107
H -2.499 -3.349 -3.112 0.258 0.114 0.116 0.102
```
Positions in Å, forces in eV/Å.

Values from the calculation:
* HOMO-LUMO gap: 9.83 eV
* max |F|: 0.0460 hartree/bohr
* ΔE to the lowest compared entry with this formula, charge and spin: 25.6 kcal per mole
* SMILES string: CCOC(=O)[C@H](c1ccncc1)[C@]1(c2ccccc2)C=CCC1
* E_tot: -26665.6523 eV
* HOMO level: -9.1 eV
* molecular weight: 307.39 g mol⁻¹